Formula: C18H39As2N6O2Pd
Source: the OMol25 dataset
Level of theory: ωB97M-V with the def2-TZVPD basis set

The geometry in XYZ format:
```
68
Properties=species:S:1:pos:R:3:forces:R:3
Pd 1.07462 1.24039 -0.91951 -0.452 0.272 -0.065
C 2.17283 -2.28643 -1.46266 -0.045 -0.020 0.063
As 1.95203 -0.57087 -2.30595 0.018 -0.024 0.036
C 3.61603 -0.25993 -3.24466 0.003 0.004 0.015
C 0.64943 -0.82328 -3.70437 0.001 0.014 -0.002
C 0.63127 -2.00754 -4.43522 0.020 0.035 0.001
C -0.27084 -2.16757 -5.47593 -0.023 0.016 -0.013
C -1.15519 -1.14520 -5.79366 0.012 -0.015 0.003
C -1.14324 0.03492 -5.06597 0.041 0.007 0.025
C -0.24382 0.20004 -4.01603 -0.067 0.023 -0.046
As -0.23270 1.84200 -2.99722 0.153 -0.159 0.077
C 0.39191 3.18138 -4.24565 0.030 0.009 -0.004
C -2.09761 2.27849 -2.74953 -0.005 -0.024 0.080
H 2.56580 -3.00989 -2.17481 -0.001 -0.001 -0.009
H 1.20910 -2.61226 -1.07783 0.008 -0.011 0.002
H 2.86595 -2.17618 -0.63125 0.006 -0.019 0.000
H 3.66234 -0.92403 -4.10657 0.022 -0.016 0.008
H 4.44915 -0.46561 -2.57511 0.006 0.010 0.000
H 3.66635 0.77330 -3.58123 -0.003 -0.008 -0.028
H 1.32128 -2.80906 -4.20179 -0.003 -0.011 -0.013
H -0.28149 -3.08837 -6.04328 0.003 0.000 0.002
H -1.85475 -1.26655 -6.60957 0.002 -0.005 0.000
H -1.83834 0.82388 -5.32599 -0.007 -0.008 -0.013
H -0.25985 3.19497 -5.11808 0.002 -0.006 -0.006
H 1.40660 2.94249 -4.55753 0.000 0.008 -0.011
H 0.37750 4.16128 -3.77131 -0.010 0.009 -0.017
H -2.61298 2.28746 -3.70793 0.000 0.005 -0.008
H -2.17419 3.26392 -2.29349 -0.018 0.003 -0.003
H -2.54311 1.53386 -2.09362 -0.022 0.006 -0.006
N 1.00187 -1.98554 2.17848 -0.001 0.046 -0.005
C -0.26011 -1.26793 2.03121 -0.196 -0.098 -0.157
C -0.87619 -0.72413 3.32762 -0.028 -0.005 0.026
C -1.24210 -1.80393 4.36450 0.017 0.002 -0.023
C -2.73615 -1.97743 4.62641 -0.013 -0.004 -0.013
N -3.48617 -2.61196 3.53314 0.013 0.009 0.029
C -3.74731 -3.91417 3.44456 0.014 -0.015 -0.003
N -3.14133 -4.78687 4.24520 -0.012 0.002 0.005
N -4.60658 -4.35896 2.52601 -0.011 0.013 0.005
C 0.06113 -0.13517 1.06476 0.400 0.319 0.261
O 0.91642 0.72017 1.42439 -0.026 -0.138 -0.166
O -0.44760 -0.10258 -0.09738 0.102 -0.199 -0.070
H 0.90245 -2.84426 2.70294 -0.008 -0.014 -0.014
H 1.68693 -1.40005 2.64217 0.007 -0.016 0.013
H -0.96457 -1.93565 1.52895 -0.019 0.008 0.013
H -1.76055 -0.12523 3.08166 0.002 -0.005 -0.008
H -0.15432 -0.03207 3.76421 -0.004 0.017 -0.011
H -0.79241 -1.55321 5.32601 0.008 -0.019 0.003
H -0.81131 -2.76917 4.08005 0.006 0.001 0.001
H -3.20585 -1.01092 4.80568 0.000 0.002 -0.004
H -2.90461 -2.56046 5.53291 -0.010 0.018 0.012
H -3.94105 -2.01112 2.86530 -0.003 -0.009 -0.007
H -2.44664 -4.49590 4.91001 0.008 0.002 -0.006
H -3.43279 -5.74998 4.27633 -0.003 0.000 0.001
H -5.22368 -3.72732 2.04422 -0.003 -0.003 0.001
H -4.79190 -5.34280 2.42233 0.009 -0.003 -0.007
N 3.31161 4.93303 2.97429 0.017 0.003 0.013
C 2.24338 4.86820 1.90647 -0.014 -0.008 -0.029
C 2.34102 3.56066 1.12019 -0.002 -0.036 -0.055
N 1.35843 3.48107 0.03575 0.097 0.037 0.111
H 3.24569 5.79950 3.51588 -0.007 0.004 -0.004
H 4.25160 4.90027 2.57027 -0.001 0.001 -0.006
H 3.23420 4.15392 3.63305 -0.005 -0.002 0.000
H 2.38943 5.73873 1.26874 0.007 0.008 0.009
H 1.28558 4.96237 2.41583 0.006 0.008 0.013
H 2.18020 2.69938 1.77204 0.002 0.007 0.009
H 3.33640 3.46827 0.67947 0.006 -0.014 0.011
H 1.50912 4.21127 -0.65278 -0.028 -0.012 -0.022
H 0.41368 3.58434 0.39489 0.002 0.000 0.007
```
Forces are in eV/Å.

Its charge is +3. Its spin multiplicity is 3. The calculation puts the relative energy (zero: lowest compared OMol25 entry of this formula, charge and spin) at 0.0 kcal per mole. For the HOMO energy (spin up / spin down), the calculation gives -14.70 / -16.00 eV. The HOMO-LUMO gap (spin up / spin down) comes out at 7.603 / 7.511 eV. As for the expectation value of S²: 2.006. The value obtained for the molar mass is 627.814 g/mol.


Formula: C18H39BBrN5O8
Source: the OMol25 dataset
Level of theory: ωB97M-V with the def2-TZVPD basis set

The geometry in XYZ format:
```
72
Properties=species:S:1:pos:R:3:forces:R:3
O -5.82163 4.31842 6.80715 0.383 0.223 -0.050
C -4.84680 5.06075 6.42637 -0.066 0.041 0.325
O -4.24936 5.89392 7.19693 -0.442 -0.434 -0.435
B -4.36831 4.91058 4.83727 0.462 0.317 0.768
C -4.00180 3.25022 4.54203 -0.185 -0.005 -0.752
C -2.74704 2.87262 5.12656 -0.699 -0.223 0.604
O -2.44819 2.33152 6.12905 0.284 -0.129 0.203
Br -1.11312 3.45360 3.98921 0.537 0.166 -0.376
H -3.34582 5.57599 4.64543 -0.116 -0.129 -0.211
H -5.25634 5.20502 4.06401 0.019 -0.042 -0.031
H -3.97293 3.07998 3.46273 0.114 0.126 0.057
H -4.79201 2.65178 5.00088 0.012 0.132 0.199
C -1.76784 0.56648 2.05845 0.082 0.169 0.364
O -2.42011 1.45894 1.56553 -0.143 -0.284 -0.502
N -1.13433 -0.40557 1.35261 0.072 -0.174 -0.147
C -0.34140 -1.45115 1.96120 -0.202 0.309 0.165
C -1.22327 -0.42843 -0.09294 -0.166 0.135 0.147
H -1.61296 0.48481 3.14691 -0.020 0.009 -0.029
H 0.68046 -1.40467 1.59434 0.079 -0.092 0.076
H -0.75018 -2.43512 1.71488 0.068 -0.052 0.031
H -0.33525 -1.33521 3.04414 -0.050 0.059 0.002
H -0.83850 0.49245 -0.53603 0.008 0.002 0.026
H -2.25717 -0.54740 -0.41898 -0.017 -0.002 -0.075
H -0.63984 -1.27678 -0.44237 0.024 0.054 -0.122
C 2.56406 -2.83469 -0.37149 -0.132 0.159 -0.016
O 1.80188 -3.15211 0.52346 0.119 -0.269 -0.184
N 3.90321 -2.80533 -0.26556 0.020 -0.077 -0.080
C 4.75085 -2.38142 -1.36334 0.021 -0.038 0.237
C 4.50793 -3.20005 0.99543 -0.056 0.047 -0.009
H 2.20459 -2.51560 -1.36702 -0.002 -0.028 0.011
H 5.42531 -3.18941 -1.65872 0.008 0.020 -0.053
H 5.35117 -1.51940 -1.07427 0.036 0.007 -0.080
H 4.12733 -2.11205 -2.21460 -0.008 0.011 -0.012
H 4.24288 -4.22899 1.24093 0.008 -0.010 0.005
H 4.15458 -2.56254 1.80543 0.009 0.009 0.011
H 5.58798 -3.11113 0.91029 0.014 0.009 -0.001
C -6.66352 3.26012 1.60459 0.288 -0.060 0.180
O -6.76738 4.28929 2.22488 -0.532 0.041 -0.269
N -5.63332 2.99624 0.76251 -0.089 0.114 -0.089
C -5.52126 1.75888 0.04183 0.085 -0.031 -0.002
C -4.60468 4.01733 0.63271 0.043 -0.040 0.056
H -7.37914 2.41630 1.68883 -0.003 0.047 -0.030
H -4.60827 1.23209 0.31935 0.091 -0.048 0.017
H -5.50629 1.92756 -1.04234 -0.037 -0.015 0.014
H -6.37597 1.12431 0.28072 -0.012 0.009 -0.008
H -4.15155 4.22910 1.60177 0.007 0.032 0.001
H -5.03869 4.94714 0.25679 -0.002 -0.013 0.004
H -3.84059 3.65967 -0.05466 0.032 -0.037 0.027
C -0.99341 -3.35542 -2.31645 -0.001 0.084 0.090
O -1.67251 -2.56865 -2.94297 0.014 -0.048 -0.063
N -0.26647 -4.34599 -2.88254 0.086 -0.086 0.022
C 0.53551 -5.24993 -2.08640 -0.060 -0.004 -0.061
C -0.30318 -4.48973 -4.32509 -0.020 0.037 0.067
H -0.89563 -3.32752 -1.21787 -0.028 -0.002 -0.023
H 1.59061 -5.18590 -2.36663 0.014 -0.003 0.030
H 0.20708 -6.28392 -2.21836 0.002 -0.010 0.007
H 0.44198 -4.98458 -1.03459 0.045 0.026 0.001
H 0.05105 -3.58010 -4.81190 0.003 0.003 -0.019
H -1.32227 -4.67156 -4.66815 -0.005 -0.006 -0.018
H 0.33043 -5.32564 -4.61366 0.008 -0.013 -0.002
C 6.75922 0.88989 -2.44878 -0.013 0.026 0.168
O 7.10487 -0.01189 -1.70773 0.020 0.009 -0.095
N 6.62555 0.76524 -3.78309 -0.006 0.008 -0.110
C 6.20331 1.86801 -4.62172 0.024 -0.107 -0.004
C 6.91487 -0.52297 -4.38762 -0.003 0.039 0.065
H 6.51737 1.89993 -2.07967 0.007 -0.012 -0.002
H 5.27732 1.62466 -5.14590 -0.018 0.024 0.006
H 6.96926 2.10721 -5.36244 0.002 0.028 0.002
H 6.02998 2.74633 -4.00416 -0.009 0.016 0.009
H 6.26443 -1.29561 -3.97654 -0.009 -0.014 -0.012
H 7.94597 -0.81683 -4.18960 0.009 -0.010 -0.009
H 6.75733 -0.45309 -5.46102 -0.005 0.001 -0.016
```
Forces are in eV/Å.

Its charge is -2. Its spin multiplicity is 1. The calculation puts the relative energy (zero: lowest compared OMol25 entry of this formula, charge and spin) at 0.0 kcal per mole. For the HOMO energy, the calculation gives 1.22 eV. The HOMO-LUMO gap comes out at 1.086 eV. The value obtained for the molar mass is 544.253 g/mol.


Formula: C18H39BN2O6
Source: the OMol25 dataset
Level of theory: ωB97M-V with the def2-TZVPD basis set

The geometry in XYZ format:
```
66
Properties=species:S:1:pos:R:3:forces:R:3
C 2.19367 1.51448 -0.52855 -0.133 0.131 -0.024
C 2.13285 0.41345 0.53176 0.504 0.466 0.092
C 3.21006 -0.66876 0.36963 -0.381 -0.260 -0.432
C 2.64299 -2.08307 0.50353 -0.315 0.332 -0.192
C 1.91503 -2.47736 -0.78035 0.493 -0.203 0.206
C 1.29881 -3.87783 -0.73261 -0.197 0.315 -0.038
C -0.18035 -3.85966 -0.35818 0.175 0.023 -0.027
C -0.98402 -3.26703 -1.49132 0.109 -0.386 0.070
O -2.20834 -2.72436 -0.97950 -0.137 0.375 -0.191
C -2.87887 -2.00689 -1.92557 -1.000 -0.709 -2.217
O -3.14833 -2.44837 -3.03730 0.760 0.868 2.144
N -3.19838 -0.68701 -1.50096 1.046 -0.558 0.663
C -3.40161 -0.58008 -0.03872 -0.513 0.003 -0.286
C -4.39647 -1.61491 0.52169 -0.096 0.806 0.891
O -3.79653 -2.29213 1.63013 -0.115 -0.420 -0.486
C -5.73072 -0.96261 0.98758 -0.120 -0.716 -0.398
N -6.87589 -1.20744 0.10724 0.299 0.379 -0.016
B -2.14646 0.22640 -2.00992 -0.764 0.184 -0.431
O -1.36913 0.99362 -1.16244 0.025 0.077 -0.301
O -2.03218 0.33344 -3.35373 0.140 0.078 0.323
C -0.89606 0.99607 -3.89547 0.293 -0.068 -0.797
C 0.37109 0.16727 -3.75265 -0.399 0.125 0.006
H 2.82620 2.33489 -0.20485 0.194 0.053 0.031
H 2.57651 1.15005 -1.47961 0.024 -0.114 -0.100
H 1.21235 1.94417 -0.72209 -0.127 0.070 0.010
H 2.29331 0.89490 1.49421 -0.275 0.007 0.223
H 1.13413 -0.02072 0.55881 -0.095 -0.280 -0.006
H 4.04824 -0.50817 1.03944 0.060 0.080 0.191
H 3.59643 -0.59205 -0.64728 0.289 0.037 -0.060
H 3.42383 -2.80745 0.71635 0.106 -0.130 0.114
H 1.91129 -2.09057 1.31265 0.097 -0.194 0.325
H 2.63771 -2.43370 -1.59402 0.060 0.096 -0.156
H 1.17171 -1.70689 -0.98204 -0.175 0.014 -0.169
H 1.84999 -4.47255 -0.00938 0.094 -0.195 0.041
H 1.41338 -4.35494 -1.70472 0.018 -0.168 -0.090
H -0.52991 -4.86964 -0.16533 -0.104 -0.111 0.175
H -0.31751 -3.27599 0.55021 -0.110 0.108 0.112
H -1.17088 -4.03535 -2.23726 -0.218 0.039 -0.186
H -0.42964 -2.45862 -1.96775 0.016 0.094 -0.129
H -2.48443 -0.63634 0.54249 0.239 -0.238 -0.053
H -3.81073 0.41131 0.13199 0.051 0.197 -0.069
H -4.67223 -2.35801 -0.21700 0.257 -0.330 -0.076
H -3.58027 -1.62644 2.28137 0.082 0.184 0.311
H -5.96511 -1.41411 1.94621 -0.067 0.053 0.221
H -5.61380 0.10757 1.12570 -0.022 0.192 0.050
H -7.06378 -2.19879 0.06615 -0.057 -0.153 0.016
H -6.62840 -0.92765 -0.83462 -0.151 0.064 -0.115
H -0.76344 0.49050 -0.61829 -0.001 -0.042 0.430
H -0.77423 1.99682 -3.49328 -0.055 0.090 0.302
H -1.09622 1.11071 -4.95760 -0.221 0.011 -0.092
H 0.10536 -0.87309 -3.92401 0.074 -0.201 0.129
H 1.08330 0.43588 -4.52560 0.218 0.172 -0.004
H 0.81962 0.31251 -2.77427 0.125 -0.203 0.082
C 2.50577 4.88243 3.91677 0.008 -0.084 0.057
C 4.02313 5.00228 3.80055 -0.009 0.080 -0.057
C 4.35642 3.82487 2.89467 -0.034 -0.078 0.043
O 3.22675 3.64531 2.03609 0.010 -0.008 0.039
C 2.12556 4.42089 2.51671 0.027 0.070 -0.069
H 2.01192 5.80938 4.20289 0.007 0.018 -0.012
H 2.24574 4.11652 4.65073 -0.010 0.002 -0.003
H 4.28825 5.94194 3.31125 0.010 -0.005 0.000
H 4.54230 4.95840 4.75637 -0.007 -0.018 0.014
H 4.50364 2.90686 3.47407 0.038 0.023 0.025
H 5.24430 3.99477 2.28517 -0.018 -0.020 -0.046
H 1.97913 5.27239 1.84373 -0.041 0.014 0.030
H 1.22320 3.80850 2.50016 0.017 -0.038 -0.038
```
Forces are in eV/Å.

Its spin multiplicity is 1. For the HOMO energy, the calculation gives -9.16 eV. The HOMO-LUMO gap comes out at 9.708 eV. As for the SMILES: CCCCCCCCOC(=O)N(C[C@@H](O)CN)B(O)OCC.C1CCOC1. The value obtained for the molar mass is 390.330 g/mol.